(1)
Below is a cluster of 3 separate species, C39H57F16N4O2 in total, with properties calculated with ωB97M-V/def2-TZVPD.

The geometry in XYZ format:
```
118
Properties=species:S:1:pos:R:3:forces:R:3
C 2.886 -3.181 3.305 -0.25 0.13 -0.29
C 3.239 -2.683 2.273 0.01 0.02 -0.09
C 3.581 -2.057 0.995 0.52 0.15 0.43
C 4.656 -0.955 1.124 -0.71 -0.75 0.31
N 4.813 -0.314 -0.193 0.38 -0.66 0.24
C 4.918 -1.192 -1.256 -0.11 -0.08 -0.52
N 5.644 -0.847 -2.283 -0.14 0.21 -0.23
C 6.344 0.388 -2.439 0.27 1.29 -0.05
C 5.690 1.623 -2.439 0.03 -0.84 0.07
C 6.445 2.773 -2.562 -0.01 0.89 0.03
N 7.778 2.836 -2.705 -0.91 -1.14 0.08
C 8.353 1.633 -2.733 0.92 0.29 -0.22
C 7.719 0.407 -2.599 -0.49 -0.48 -0.06
N 4.284 -2.439 -1.365 -0.02 0.38 0.88
C 2.940 -2.195 -2.032 0.39 -0.39 -0.55
C 1.836 -3.162 -1.625 -0.52 0.97 -0.11
C 0.596 -2.893 -2.527 0.19 -0.83 0.43
C -0.083 -4.201 -2.994 -0.10 0.59 -0.58
C -1.601 -4.032 -3.092 -0.22 -0.74 0.37
C -2.334 -4.297 -1.745 -0.04 0.40 -0.31
C -3.312 -3.167 -1.342 -0.15 -0.63 0.58
C -4.790 -3.612 -1.225 0.30 -0.13 -0.55
C -5.733 -2.494 -1.655 0.22 0.47 0.65
C -5.625 -1.240 -0.758 -0.29 -0.13 -0.50
C -6.045 0.003 -1.554 -0.11 -0.01 0.28
C -6.430 1.203 -0.681 0.48 -0.27 0.08
C -5.295 1.687 0.247 -0.06 0.61 -0.17
C -4.439 2.830 -0.353 0.29 -0.94 -0.22
C -3.215 2.250 -1.085 -0.26 0.59 -0.18
C -2.456 3.304 -1.912 0.33 -1.05 0.13
C -1.063 2.818 -2.411 -0.25 0.20 -0.12
C -0.934 1.305 -2.613 0.05 0.18 -0.05
C 4.205 -3.040 -0.016 0.12 0.23 0.39
H 2.423 -3.594 4.170 0.26 -0.06 0.11
H 2.692 -1.563 0.598 -0.18 -0.24 -0.08
H 5.580 -1.455 1.416 0.20 0.32 -0.09
H 4.427 -0.240 1.909 -0.08 0.32 -0.29
H 4.149 0.429 -0.363 0.29 0.32 -0.07
H 5.719 -1.523 -3.035 -0.05 -0.13 0.08
H 4.613 1.689 -2.357 -0.03 0.05 -0.02
H 5.922 3.724 -2.537 0.09 0.00 -0.04
H 9.427 1.621 -2.869 -0.01 0.10 0.02
H 8.291 -0.511 -2.603 0.08 0.04 -0.01
H 2.643 -1.149 -1.894 -0.26 -0.10 0.19
H 3.098 -2.322 -3.105 0.12 0.05 0.04
H 1.513 -2.947 -0.607 0.20 -0.34 0.16
H 2.155 -4.199 -1.692 0.15 -0.01 -0.10
H 0.891 -2.303 -3.396 -0.14 0.06 -0.05
H -0.137 -2.318 -1.960 0.09 0.17 -0.01
H 0.305 -4.449 -3.986 0.11 -0.12 0.09
H 0.167 -5.035 -2.337 -0.05 0.00 0.09
H -1.997 -4.745 -3.817 0.07 0.11 -0.14
H -1.853 -3.036 -3.459 0.11 0.04 -0.07
H -2.892 -5.231 -1.837 0.03 -0.03 0.04
H -1.597 -4.477 -0.958 0.01 0.12 0.03
H -3.252 -2.354 -2.067 0.06 0.10 0.05
H -3.005 -2.791 -0.364 0.08 0.31 -0.15
H -5.009 -3.969 -0.216 -0.02 0.11 0.06
H -4.919 -4.482 -1.878 -0.16 0.06 -0.03
H -5.460 -2.178 -2.666 -0.08 -0.19 -0.11
H -6.776 -2.811 -1.664 0.02 -0.13 -0.14
H -4.601 -1.128 -0.402 -0.01 0.05 0.04
H -6.263 -1.352 0.123 0.02 -0.03 0.04
H -5.226 0.243 -2.239 -0.07 0.12 -0.07
H -6.905 -0.250 -2.182 0.01 -0.06 -0.01
H -7.294 0.914 -0.080 0.00 -0.02 0.02
H -6.756 2.025 -1.324 -0.02 0.05 0.05
H -4.609 0.874 0.491 -0.16 -0.14 0.08
H -5.719 2.027 1.190 -0.05 -0.03 0.00
H -5.020 3.375 -1.100 -0.10 0.28 0.24
H -4.113 3.499 0.444 -0.02 0.20 -0.12
H -3.590 1.496 -1.778 0.13 -0.21 0.09
H -2.559 1.749 -0.370 0.03 0.02 0.06
H -2.354 4.204 -1.307 0.02 0.20 -0.22
H -3.051 3.504 -2.804 -0.16 0.34 0.15
H -0.274 3.200 -1.758 0.02 -0.14 0.09
H -0.894 3.276 -3.389 0.13 0.12 0.08
H -1.777 0.945 -3.205 0.03 -0.15 0.01
H -0.020 1.067 -3.164 0.00 0.04 -0.03
H -0.900 0.744 -1.679 -0.13 0.03 0.05
H 5.240 -3.175 0.309 -0.03 -0.28 -0.05
H 3.765 -4.031 -0.006 -0.30 0.12 -0.37
C -10.711 2.812 4.454 -0.35 0.42 0.27
C -10.610 1.288 4.261 0.00 0.22 -0.49
C -9.415 0.565 4.888 0.04 -0.27 0.17
F -8.247 0.981 4.360 -0.01 0.15 -0.07
F -9.528 -0.761 4.639 -0.05 0.07 -0.01
F -10.699 0.986 2.949 0.10 -0.01 0.05
F -11.707 0.760 4.872 -0.02 -0.01 0.19
O -10.292 3.644 3.381 0.49 -0.46 -0.18
C -8.989 4.069 3.255 -0.50 0.08 0.38
C -8.366 3.568 1.951 0.11 -0.14 -0.39
F -8.360 2.220 1.910 -0.06 -0.02 0.14
F -7.082 3.986 1.870 -0.01 0.15 0.11
F -8.239 3.746 4.324 0.03 -0.13 -0.07
F -9.012 5.416 3.183 0.05 0.10 -0.04
H -11.779 3.008 4.525 -0.02 -0.06 -0.06
H -10.284 3.131 5.405 0.22 -0.14 -0.04
H -9.396 0.715 5.971 -0.01 0.04 -0.02
H -8.921 3.947 1.091 -0.05 0.05 0.07
C 10.469 2.204 2.401 0.37 0.40 -0.23
C 9.768 1.937 3.745 -0.34 0.04 -0.34
C 10.156 0.673 4.516 0.07 -0.07 0.33
F 9.854 -0.441 3.817 0.00 0.03 -0.17
F 9.456 0.637 5.671 0.00 0.05 -0.07
F 8.427 1.983 3.574 0.03 -0.10 0.01
F 10.107 2.974 4.556 0.16 0.02 0.06
O 9.759 1.866 1.213 -0.36 -0.54 0.24
C 9.840 0.621 0.643 0.54 0.62 0.25
C 8.466 -0.054 0.618 -0.33 -0.10 -0.03
F 7.980 -0.217 1.862 0.08 -0.02 0.07
F 8.563 -1.287 0.051 0.05 0.04 -0.09
F 10.774 -0.148 1.220 -0.17 -0.12 0.07
F 10.224 0.797 -0.648 -0.10 -0.15 0.02
H 10.555 3.288 2.346 -0.08 0.01 0.02
H 11.489 1.823 2.388 -0.08 -0.25 0.08
H 11.223 0.675 4.754 0.00 0.01 -0.05
H 7.754 0.541 0.043 0.11 0.11 -0.01
```
Positions in Å, forces in eV/Å.

As for the total charge: +1.

***

(2)
Below is an isolated molecule of C2H3Cl2N2P, with properties calculated with ωB97M-V/def2-TZVPD.

The geometry in XYZ format:
```
10
Properties=species:S:1:pos:R:3:forces:R:3
Cl -1.641 1.651 0.124 -0.34 0.21 0.27
C -0.398 0.441 0.101 2.52 -0.49 3.90
C -0.923 -0.964 0.265 -0.31 1.08 -0.55
N -0.343 -1.825 0.967 0.62 -0.39 0.17
P 1.142 -1.245 1.761 -1.26 1.59 -1.76
Cl 0.401 -1.397 3.594 -0.23 -0.50 1.53
N 0.600 0.431 1.523 0.53 2.53 -3.92
H 0.302 0.747 -0.653 0.04 -0.57 -0.70
H -1.931 -1.047 -0.138 0.00 -0.79 -0.19
H 1.324 1.232 1.225 -1.57 -2.67 1.25
```
Positions in Å, forces in eV/Å.

The SMILES is Cl[C@@H]1C=NP(Cl)N1.

***

(3)
Below is a cluster of 2 separate species, C4H6ClPS in total, with properties calculated with ωB97M-V/def2-TZVPD.

The geometry in XYZ format:
```
13
Properties=species:S:1:pos:R:3:forces:R:3
S 1.927 1.513 -0.519 -0.82 0.02 -0.18
P 0.013 1.081 -0.419 1.94 -0.59 -1.05
C -0.937 1.256 0.921 -0.31 -0.73 0.73
C -1.917 0.236 0.931 -1.46 -2.52 -0.74
C -1.824 -0.765 -0.074 -2.02 1.73 2.94
C -0.651 -0.655 -0.876 0.80 0.91 1.35
H -0.792 1.893 1.779 0.00 0.40 -0.32
H -2.706 0.189 1.711 0.53 0.18 -0.76
H -2.615 -1.511 -0.279 0.56 0.65 0.25
H 0.111 -1.225 -0.306 0.20 0.19 -0.77
H -0.855 -0.997 -1.849 0.62 -0.23 -1.47
Cl 5.219 -0.941 -0.008 -0.21 1.05 -1.24
H 5.027 -0.075 -1.012 0.18 -1.05 1.25
```
Positions in Å, forces in eV/Å.

The SMILES is S=P1=CC=CC1.Cl.

***

(4)
Below is a cluster of 2 separate species, C7H17NO in total, with properties calculated with ωB97M-V/def2-TZVPD.

The geometry in XYZ format:
```
26
Properties=species:S:1:pos:R:3:forces:R:3
C 0.352 0.437 2.380 -1.39 -1.29 -2.37
C -0.616 -0.575 1.591 -0.35 -1.57 1.52
N -0.396 -1.369 0.377 -0.59 1.69 0.05
C 0.635 -2.434 0.189 0.25 4.96 -1.38
C -1.291 -1.202 -0.653 2.46 -1.88 0.05
C -2.493 -0.338 -0.639 -2.36 -0.22 -1.95
O -1.079 -1.930 -1.627 -0.79 0.53 -0.38
H 0.092 1.467 2.066 1.33 -0.46 -0.40
H 1.361 -0.006 2.367 -0.19 1.11 0.10
H -0.100 0.412 3.335 0.04 -0.32 1.40
H -0.904 -1.367 2.334 0.23 0.78 -0.12
H -1.536 -0.075 1.344 -0.10 0.40 0.51
H 1.169 -2.458 1.137 0.33 -0.78 -0.56
H 0.163 -3.183 -0.322 -1.34 -3.05 0.09
H 1.127 -2.058 -0.789 0.72 -0.33 1.96
H -3.373 -1.049 -0.678 0.88 0.62 0.37
H -2.761 0.470 0.016 0.51 0.06 0.79
H -2.583 0.113 -1.647 0.39 -0.25 0.35
C 1.279 1.213 -1.035 -0.85 0.47 0.02
C 1.786 2.517 -1.649 0.52 0.39 -1.22
H 1.922 0.830 -0.264 0.37 -0.20 0.33
H 0.312 1.475 -0.538 0.59 -0.71 -0.44
H 1.135 0.421 -1.787 -0.13 0.32 0.35
H 1.952 2.452 -2.749 -0.63 0.02 0.63
H 2.748 2.911 -1.339 0.30 -0.42 0.65
H 1.098 3.324 -1.418 -0.20 0.15 -0.35
```
Positions in Å, forces in eV/Å.

The SMILES is CCN(C)C(C)=O.CC.

***

(5)
Below is a cluster of 5 separate species, C29H65FO22P4 in total, with properties calculated with ωB97M-V/def2-TZVPD.

The geometry in XYZ format:
```
121
Properties=species:S:1:pos:R:3:forces:R:3
C 5.824 1.351 3.187 -0.16 -0.10 0.08
C 5.265 0.111 2.469 0.06 0.55 0.27
C 4.033 -0.478 3.155 0.05 0.03 0.40
C 2.848 0.481 3.190 0.91 0.54 0.37
O 1.709 -0.088 3.830 -0.34 0.72 -0.48
C 0.627 -0.305 2.974 0.38 -1.66 0.30
C -0.110 0.907 2.434 0.67 0.18 -0.17
C 0.120 2.229 3.188 -0.06 0.16 0.13
C -1.031 2.690 4.094 0.13 -0.81 -0.01
C -2.449 2.706 3.484 0.36 1.13 0.20
C -2.557 2.947 1.981 -0.99 -0.29 0.64
O -1.672 3.971 1.503 0.13 -0.70 -0.39
C -1.563 3.926 0.140 -0.42 0.80 -1.17
C -0.949 2.724 -0.530 0.14 -0.78 0.38
O -1.967 4.851 -0.526 0.43 -0.22 0.69
O 1.163 -1.133 1.882 -0.01 -0.32 -0.59
C 1.283 -2.411 2.333 0.36 -0.21 0.34
O 1.745 -3.334 1.728 -0.22 0.85 0.43
O 0.800 -2.467 3.629 -0.72 -1.05 -2.26
C -0.169 -1.427 3.651 -0.56 1.85 3.48
C -0.396 -1.163 5.157 -0.31 -0.34 -0.34
C -1.571 -1.777 3.120 0.43 -0.92 -1.69
C -1.747 -1.824 1.604 0.09 0.25 0.02
F -2.515 -0.905 3.639 0.14 0.36 0.17
H 5.046 2.075 3.422 -0.01 0.05 -0.01
H 6.300 1.063 4.126 0.00 0.04 0.05
H 6.561 1.875 2.580 0.10 -0.10 -0.04
H 6.056 -0.638 2.486 -0.05 -0.13 -0.36
H 5.044 0.404 1.441 -0.03 -0.31 -0.13
H 4.305 -0.651 4.202 -0.05 -0.19 0.01
H 3.775 -1.453 2.743 -0.10 0.07 -0.22
H 2.644 0.922 2.212 -0.29 -0.30 -0.13
H 3.166 1.313 3.821 -0.22 0.10 0.01
H 0.250 1.051 1.415 -0.07 -0.16 -0.08
H -1.161 0.651 2.358 -0.07 0.11 0.10
H 1.011 2.176 3.812 0.00 -0.21 0.01
H 0.352 2.994 2.450 -0.18 0.10 -0.03
H -1.055 1.997 4.941 -0.06 0.06 0.07
H -0.756 3.647 4.534 -0.13 0.18 -0.21
H -2.993 3.522 3.966 0.02 -0.02 0.10
H -3.007 1.810 3.754 0.08 -0.20 -0.29
H -3.575 3.299 1.783 -0.01 -0.06 -0.07
H -2.477 1.997 1.457 0.42 0.14 -0.28
H -1.067 2.732 -1.606 -0.08 0.42 -0.06
H 0.113 2.616 -0.303 0.03 0.24 0.10
H -1.407 1.794 -0.196 -0.03 0.02 0.08
H 0.532 -1.232 5.710 0.12 0.29 -0.05
H -0.920 -0.229 5.337 0.18 0.13 0.01
H -1.062 -1.956 5.502 0.04 0.02 0.22
H -1.812 -2.774 3.493 0.06 0.03 0.28
H -2.811 -1.781 1.382 -0.05 -0.33 -0.04
H -1.288 -0.995 1.071 0.05 0.06 0.10
H -1.298 -2.732 1.201 -0.15 -0.11 -0.02
C 2.140 -1.272 -5.991 -0.25 0.24 -0.16
O 1.110 -0.722 -5.124 3.32 -1.22 0.65
P 1.390 -0.635 -3.469 -6.75 2.79 2.10
O 0.041 -1.123 -3.058 0.70 -0.51 -0.20
O 1.460 0.987 -3.446 0.96 -0.31 0.02
C 2.501 1.648 -4.167 -0.19 0.00 -0.11
O 2.143 -0.757 -1.993 2.02 -0.68 -2.28
C 2.051 -2.016 -1.308 0.07 -0.23 0.23
H 1.685 -2.013 -6.644 -0.01 0.02 0.02
H 2.558 -0.470 -6.599 0.08 -0.09 -0.02
H 2.933 -1.750 -5.415 0.06 -0.04 -0.13
H 2.137 1.935 -5.155 0.04 -0.05 -0.02
H 3.387 1.018 -4.277 0.05 0.08 0.00
H 2.781 2.547 -3.621 -0.02 -0.04 0.06
H 2.087 -2.854 -2.001 -0.08 -0.04 0.05
H 1.122 -2.048 -0.743 -0.03 0.03 -0.14
H 2.889 -2.088 -0.618 0.02 0.10 -0.06
C 0.760 -7.231 8.364 -0.29 -0.11 -0.12
O -0.114 -6.184 8.852 3.33 -0.21 0.35
P 0.560 -4.809 9.527 -5.16 3.85 0.52
O -0.302 -4.618 10.718 0.86 -0.68 -0.09
O 0.111 -3.856 8.298 0.56 -0.20 -0.11
C 0.554 -4.170 6.975 -0.19 -0.14 0.13
O 1.861 -3.845 9.848 0.74 -2.62 -0.83
C 2.494 -4.008 11.126 0.24 0.07 0.21
H 0.417 -8.183 8.764 -0.02 0.04 0.04
H 0.712 -7.265 7.275 0.02 0.03 0.03
H 1.797 -7.079 8.667 0.01 -0.05 -0.01
H -0.213 -4.755 6.464 0.06 -0.05 0.00
H 1.494 -4.728 6.985 0.01 0.03 -0.10
H 0.708 -3.243 6.435 0.06 0.02 0.05
H 2.503 -5.049 11.441 -0.01 0.03 0.10
H 1.969 -3.407 11.865 -0.13 -0.09 -0.03
H 3.520 -3.654 11.041 -0.03 -0.02 -0.13
C -4.801 4.417 -2.004 0.28 -0.07 -0.02
O -4.951 2.981 -2.179 -2.34 2.15 1.09
P -6.457 2.294 -1.980 1.09 -5.97 -2.18
O -6.126 1.091 -1.177 -0.16 1.02 0.39
O -6.627 1.941 -3.552 -0.27 0.53 0.14
C -6.558 2.993 -4.513 0.19 -0.14 0.03
O -8.092 2.427 -1.796 1.36 2.44 0.47
C -8.603 2.396 -0.455 -0.24 0.02 0.20
H -3.957 4.586 -1.341 -0.05 0.05 -0.07
H -4.598 4.882 -2.970 -0.04 -0.04 0.01
H -5.691 4.874 -1.569 0.01 0.02 -0.02
H -5.541 3.065 -4.904 0.00 0.06 0.04
H -6.850 3.956 -4.086 -0.04 0.02 -0.08
H -7.234 2.756 -5.331 -0.05 -0.04 0.05
H -7.939 2.904 0.241 -0.02 -0.07 0.08
H -8.734 1.362 -0.146 0.15 -0.02 -0.02
H -9.570 2.896 -0.452 0.06 0.05 -0.12
C 3.735 2.178 -10.963 0.34 -0.15 -0.11
O 3.621 0.734 -10.996 -2.24 2.97 0.55
P 2.087 0.018 -10.898 2.83 -7.89 -1.09
O 2.519 -1.061 -9.952 0.10 1.06 0.74
O 2.205 -0.462 -12.447 -0.82 0.76 -0.22
C 2.215 0.519 -13.485 0.26 -0.10 0.06
O 0.476 -0.453 -10.894 -0.25 3.27 0.08
C -0.117 -0.619 -9.598 -0.28 -0.10 0.08
H 4.495 2.449 -10.232 -0.02 -0.03 0.01
H 4.043 2.541 -11.945 -0.04 0.02 0.02
H 2.797 2.661 -10.686 0.06 0.07 0.02
H 3.246 0.759 -13.752 -0.01 0.06 0.02
H 1.695 1.434 -13.189 -0.03 0.02 -0.10
H 1.714 0.102 -14.356 -0.05 -0.04 0.05
H 0.241 0.140 -8.906 -0.09 -0.11 0.15
H 0.126 -1.608 -9.217 0.19 0.05 -0.01
H -1.198 -0.541 -9.699 0.04 0.16 -0.16
```
Positions in Å, forces in eV/Å.

The SMILES is CCCCO[C@@]1(CCCCCOC(C)=O)OC(=O)O[C@]1(C)[C@H](C)F.COP(=O)(OC)OC.COP(=O)(OC)OC.COP(=O)(OC)OC.COP(=O)(OC)OC.

***

no.,total energy (Ha)
1,-3487.306039
2,-1449.241871
3,-1355.688497
4,-406.832845
5,-4264.464941